[1]
Formula: C9H9FO6S
Source: the Open Molecules 2025 dataset
Level of theory: ωB97M-V/def2-TZVPD

Structure (XYZ):
```
26
Properties=species:S:1:pos:R:3:forces:R:3
C -2.6273 -1.8662 -3.1498 1.12 0.38 1.27
C -1.1084 -1.3368 -2.6945 -0.73 -1.06 -0.84
O -1.1831 -0.2821 -1.6351 2.30 -0.85 -0.67
C 0.2289 0.1212 -1.3426 0.63 -1.59 -0.54
C 0.5336 0.2332 0.2644 -0.58 2.66 1.43
C 0.3870 1.4820 1.0682 0.69 -5.33 -0.58
S -0.1643 3.1101 0.3236 3.79 7.30 1.02
O 0.2760 4.2332 1.3419 -2.54 -5.25 -3.44
O 0.5080 3.4782 -1.0222 -3.47 -2.95 4.03
F -1.8805 3.1375 0.3079 3.46 -0.70 -0.29
C 0.7092 1.3252 2.7018 -2.21 4.60 5.31
O 0.2534 2.2207 3.6206 2.98 -5.93 -6.44
C 1.5594 0.0494 3.3402 1.04 -3.39 -2.05
O 2.1213 0.1095 4.7145 -0.51 0.13 -3.82
C 1.7162 -1.1840 2.5226 -1.36 3.59 0.17
C 1.0107 -1.1765 1.0179 -0.76 -4.65 -1.51
O 0.7728 -2.3463 0.3903 1.59 7.47 3.74
H -2.4667 -2.8562 -3.7665 -0.42 2.16 1.07
H -3.1956 -1.0228 -3.7397 1.03 -1.91 1.23
H -3.1585 -2.1551 -2.1215 0.90 0.73 -2.44
H -0.5603 -2.3192 -2.2994 -0.90 2.33 -0.59
H -0.5262 -0.9002 -3.6260 -1.15 -0.89 1.84
H 0.8896 -0.7892 -1.7419 -1.12 2.05 1.21
H 0.5497 1.0497 -1.9784 -0.80 -1.39 1.69
H 3.0869 -0.1531 4.6517 -1.64 0.35 -0.14
H 2.2684 -2.1622 2.8520 -1.33 2.14 -0.66
```
Positions in Å, forces in eV/Å.

Results
Largest force on an atom: 9.25 eV/A
Highest occupied orbital energy: -0.391 Ha



[2]
Formula: C9H9N3O2
Source: the Open Molecules 2025 dataset
Level of theory: ωB97M-V/def2-TZVPD

Structure (XYZ):
```
23
Properties=species:S:1:pos:R:3:forces:R:3
O -4.0711 0.0705 1.6845 0.46 0.05 -0.65
C -3.2686 0.0121 0.7681 -0.26 -0.76 0.17
C -3.0482 -1.1406 -0.1233 0.42 0.70 0.42
C -2.0787 -1.0195 -1.0434 -0.22 -0.18 -0.20
N -1.3169 0.1101 -1.2017 -0.20 0.82 -2.12
C -1.5046 1.2697 -0.4811 0.70 0.98 -0.60
O -0.9038 2.3062 -0.6966 -1.19 -0.66 0.00
N -2.4200 1.0866 0.5001 -1.44 1.29 1.73
H -3.5924 -2.0524 0.0534 -0.06 0.00 -0.12
H -1.8212 -1.8317 -1.7037 0.02 -0.10 -0.13
H -0.6702 0.2551 -2.0064 -0.93 -0.43 1.00
H -2.6877 1.9207 1.0446 0.53 -0.57 -0.42
C 3.3512 -0.8600 0.5410 0.52 1.04 0.52
C 2.1350 -1.3303 0.1207 -0.82 -0.10 -0.16
C 1.1307 -0.3823 -0.1723 1.02 -0.32 -0.05
N 1.3406 0.9494 -0.1394 0.16 -1.40 0.63
C 2.5208 1.3746 0.3440 -0.74 -0.78 -0.15
C 3.5377 0.5243 0.7171 0.76 -0.24 -0.47
H 4.1530 -1.5254 0.7933 0.27 -0.31 -0.01
H 1.9623 -2.4175 0.0146 -0.03 0.81 0.09
H 0.1296 -0.7210 -0.4872 1.64 0.09 0.62
H 2.6118 2.4297 0.4756 0.13 0.64 -0.16
H 4.5107 0.9715 0.9982 -0.72 -0.57 0.08
```
Positions in Å, forces in eV/Å.

Results
Relative energy (zero: lowest compared OMol25 entry of this formula, charge and spin): 1.574 eV
Largest force on an atom: 2.59 eV/A
Highest occupied orbital energy: -0.337 Ha



[3]
Formula: C9H9N6
Source: the Open Molecules 2025 dataset
Level of theory: ωB97M-V/def2-TZVPD

Structure (XYZ):
```
24
Properties=species:S:1:pos:R:3:forces:R:3
C -0.9345 2.3537 -2.0883 -0.75 -0.49 1.24
C -0.4034 1.8507 -0.8725 0.05 -2.03 -0.92
C -0.6939 0.4952 -0.9225 1.04 0.35 1.57
C -0.9218 -1.3299 0.7747 -1.55 -2.18 2.20
C 0.4019 2.0930 0.3461 -0.05 4.74 -0.67
C 0.7328 0.8027 0.9782 -0.68 -1.28 -0.01
C 1.4087 -0.3173 0.2052 -0.46 0.04 1.22
C -0.0946 -0.2732 0.2539 -0.24 0.55 -1.10
C 2.2275 -1.4181 0.7764 1.42 -2.93 -0.43
N -1.9186 -1.8720 0.0673 -0.02 -0.46 -0.06
N -1.6444 1.4089 -2.6776 0.12 -1.40 -1.49
N -0.8633 -1.8945 2.0119 -0.35 0.01 -0.59
N -2.4765 -2.8162 0.8601 0.75 0.74 0.64
N -1.8638 -2.8202 2.0384 0.67 1.05 -1.57
N -1.3988 0.2336 -2.0184 -0.53 0.50 -0.05
H -1.0229 3.3306 -2.5248 0.21 0.33 0.17
H 1.2728 2.6804 0.0312 0.46 -0.17 0.23
H -0.1848 2.9350 0.9088 0.96 -1.94 0.13
H 0.8820 0.8203 2.0258 -0.21 -0.38 0.93
H 1.7674 -0.0139 -0.6942 1.06 0.90 -2.74
H 2.1901 -2.4421 0.2464 -0.88 1.55 0.08
H 2.0213 -1.7479 1.7647 -0.71 0.25 1.11
H 3.3353 -1.3828 0.7591 -0.36 1.27 -0.09
H -1.8185 -0.6758 -2.2501 0.05 0.97 0.18
```
Positions in Å, forces in eV/Å.

Results
Relative energy (zero: lowest compared OMol25 entry of this formula, charge and spin): 0.000 eV
Total charge: -1
Largest force on an atom: 4.79 eV/A
Highest occupied orbital energy: -0.177 Ha



[4]
Formula: C9H9NO3
Source: the Open Molecules 2025 dataset
Level of theory: ωB97M-V/def2-TZVPD

Structure (XYZ):
```
22
Properties=species:S:1:pos:R:3:forces:R:3
C 3.8709 0.2358 -0.2641 -1.06 -2.51 -2.32
O 3.2676 -1.0815 0.2313 -2.47 2.82 -1.12
C 1.8189 -0.8330 0.5596 1.90 -6.29 -2.68
N 0.9762 -0.2322 -0.3986 -3.53 1.50 -0.62
O 0.9239 1.2137 -0.0807 -2.07 0.43 -0.41
C -0.5356 1.6819 -0.0380 1.26 -0.85 0.19
O -0.8353 2.7767 0.3187 0.77 -0.65 -0.62
C -1.3794 0.4641 -0.2922 3.56 2.99 0.80
C -2.7334 0.5298 -0.0695 -0.09 4.84 0.30
C -3.3433 -0.6291 0.1944 -2.57 -3.54 -2.11
C -2.4932 -1.7317 0.0273 1.16 -3.66 -0.14
C -1.0461 -1.8090 -0.0781 -0.75 -1.65 -1.02
C -0.4626 -0.5797 -0.2735 0.69 -0.57 0.03
H 4.9069 -0.1690 -0.4462 -0.74 1.47 0.73
H 3.4671 0.5472 -1.3939 0.67 -0.83 3.11
H 3.5753 0.9899 0.4866 0.97 -0.07 -0.52
H 1.7808 -0.2831 1.3600 0.08 3.09 4.80
H 1.4259 -1.9112 0.8221 0.69 2.10 -0.66
H -3.1590 1.6602 -0.0187 0.72 -3.05 -0.17
H -4.4789 -0.9080 0.0154 2.36 1.15 1.09
H -2.9609 -2.7473 -0.1362 0.29 1.22 0.70
H -0.4168 -2.8000 -0.2493 -1.86 2.07 0.65
```
Positions in Å, forces in eV/Å.

Results
Relative energy (zero: lowest compared OMol25 entry of this formula, charge and spin): 4.063 eV
Largest force on an atom: 7.10 eV/A
Highest occupied orbital energy: -0.350 Ha



[5]
Formula: C9H9NO3
Source: the Open Molecules 2025 dataset
Level of theory: ωB97M-V/def2-TZVPD

Structure (XYZ):
```
22
Properties=species:S:1:pos:R:3:forces:R:3
O 3.2394 -1.6962 -0.0147 0.42 2.13 1.32
C 2.3161 -0.6761 -0.0593 -0.31 -1.65 0.49
N 2.8761 0.5368 0.1200 0.47 3.03 -0.41
C 1.8817 1.4966 0.0613 -1.53 1.31 0.75
O 2.0891 2.8653 0.2961 3.30 -3.05 0.93
C 0.7063 0.8338 -0.0298 -3.07 0.95 0.14
C 0.9458 -0.5378 -0.0605 1.11 -1.41 -1.03
C -0.3731 -1.2597 -0.1470 -1.88 2.50 0.93
C -1.1648 -1.0560 1.1400 0.10 1.15 1.39
C -1.4644 0.2302 1.2953 2.69 -0.79 -3.81
C -0.9240 0.9494 -0.0013 1.06 -2.06 0.14
O -1.5010 2.1482 -0.2733 -0.92 1.99 0.00
C -1.3283 -0.2811 -0.9430 4.72 2.18 0.52
H 2.9539 -2.4165 -0.5006 -0.99 -2.21 -1.51
H 3.7955 0.8463 -0.1636 0.17 -0.73 0.18
H 1.4002 3.3507 -0.0500 -2.47 1.37 -1.22
H -0.4911 -2.2138 -0.4345 0.49 -3.50 -1.30
H -1.4578 -1.7460 1.8978 0.19 -0.90 0.15
H -1.9715 0.7085 2.0087 -1.80 1.69 2.82
H -1.3489 2.5576 -1.1469 0.27 -0.96 0.55
H -1.0154 0.0159 -1.9125 0.55 -0.28 -1.39
H -2.3317 -0.4597 -0.9273 -2.56 -0.76 0.34
```
Positions in Å, forces in eV/Å.

Results
Relative energy (zero: lowest compared OMol25 entry of this formula, charge and spin): 2.488 eV
Largest force on an atom: 5.22 eV/A
Highest occupied orbital energy: -0.270 Ha



Table of E_LUMO (eV), in record order: -2.82; 0.53; 3.33; -0.01; 0.57
Table of E_tot (eV), in record order: -35305.1787; -18044.1800; -18418.1589; -17106.3000; -17107.8751
Table of HOMO-LUMO gap (eV), in record order: 7.807; 9.711; 8.158; 9.521; 7.914